1.
Entry from the OMol25 dataset: an isolated molecule of C21H24N4O2 (ωB97M-V/def2-TZVPD).

Element x y z (Å)
C -6.27 -1.31 0.48
C -5.71 -0.06 1.14
C -5.09 0.90 0.12
C -3.93 0.26 -0.62
O -3.99 -0.05 -1.79
N -2.84 0.10 0.17
C -1.59 -0.48 -0.11
C -1.28 -0.98 -1.39
C -0.05 -1.54 -1.66
C 0.87 -1.59 -0.63
C 0.57 -1.10 0.66
C -0.67 -0.54 0.92
N 1.67 -1.24 1.46
C 2.59 -1.79 0.72
C 3.98 -1.99 1.20
C 4.87 -0.84 0.66
N 4.17 0.41 0.69
C 3.51 0.86 -0.41
O 3.76 0.43 -1.53
C 2.50 1.92 -0.18
C 1.73 1.99 0.98
C 0.75 2.96 1.10
C 0.53 3.87 0.08
C 1.29 3.80 -1.08
C 2.26 2.83 -1.21
N 2.17 -2.05 -0.56
C 2.94 -2.56 -1.66
H -6.70 -1.98 1.22
H -7.04 -1.04 -0.24
H -5.48 -1.84 -0.05
H -6.51 0.46 1.68
H -4.96 -0.35 1.88
H -4.75 1.81 0.61
H -5.85 1.17 -0.62
H -2.92 0.42 1.13
H -2.03 -0.91 -2.16
H 0.17 -1.90 -2.65
H -0.90 -0.16 1.91
H 4.39 -2.95 0.88
H 3.96 -1.96 2.29
H 5.79 -0.77 1.25
H 5.14 -1.02 -0.38
H 3.84 0.72 1.60
H 1.85 1.26 1.77
H 0.15 3.00 2.00
H -0.23 4.62 0.18
H 1.11 4.50 -1.89
H 2.85 2.74 -2.12
H 2.27 -3.10 -2.34
H 3.41 -1.73 -2.19
H 3.70 -3.24 -1.29

Properties
- Orbital gap: 8.55 eV
- Energy above the lowest of the compared OMol25 structures with the same formula, charge and spin: 0.00 kcal per mole
- SMILES: CCCC(=O)Nc1ccc2c(c1)nc(CCNC(=O)c1ccccc1)n2C
- Net charge: 0

***

2.
Entry from the OMol25 dataset: a structure of composition C7H10Cl2CoLuO4 (ωB97M-V/def2-TZVPD).

Element x y z (Å)
Co -3.01 -1.10 -4.13
Lu -0.25 0.08 -0.89
Cl -1.69 -1.51 -2.28
Cl -1.34 2.18 -0.95
C 1.75 0.71 -1.76
C -4.34 -2.26 -4.27
C -3.54 -0.74 -5.80
O 2.76 1.17 -2.11
O -5.23 -3.02 -4.41
O -4.03 -0.78 -6.85
C 0.72 1.88 2.96
C 1.20 1.54 1.56
O 0.60 0.29 1.07
C 0.79 -0.86 1.94
C 2.24 -1.18 2.26
H -0.21 1.37 3.24
H 0.52 2.96 2.97
H 1.52 1.67 3.68
H 0.90 2.30 0.82
H 2.28 1.39 1.57
H 0.23 -0.61 2.85
H 0.31 -1.70 1.41
H 2.66 -0.37 2.87
H 2.27 -2.08 2.87
H 2.89 -1.34 1.39

Properties
- Orbital gap (spin up / spin down): 9.54 / 4.74 eV
- ⟨S²⟩: 6.0150
- Net charge: +4
- 2S+1: 5

***

3.
Entry from the OMol25 dataset: a cluster of 2 separate species, ClHNO2S in total (ωB97M-V/def2-TZVPD).

Element x y z (Å)
N -0.08 0.86 0.14
O -2.43 0.51 -0.03
O -1.11 -1.61 -0.17
S -1.17 -0.16 0.17
Cl 3.89 -0.31 0.04
H 0.90 0.71 -0.16

Properties
- Orbital gap: 5.15 eV
- Energy above the lowest of the compared OMol25 structures with the same formula, charge and spin: 36.20 kcal per mole
- Net charge: -1

***

4.
Entry from the OMol25 dataset: a structure of composition CHCl2FS (ωB97M-V/def2-TZVPD).

Element x y z (Å)
C 0.97 2.07 1.33
F 0.34 -0.26 -0.38
S -0.30 1.70 2.29
Cl 1.16 3.50 0.39
Cl 2.43 1.26 1.04
H -0.03 0.10 -1.15

Properties
- Orbital gap (spin up / spin down): 7.85 / 7.22 eV
- ⟨S²⟩: 2.0060
- Energy above the lowest of the compared OMol25 structures with the same formula, charge and spin: 2.39 kcal per mole
- Net charge: 0
- 2S+1: 3

***

5.
Entry from the OMol25 dataset: a structure of composition C23H19IrN2O2 (ωB97M-V/def2-TZVPD).

Element x y z (Å)
Ir 0.00 1.96 0.32
C 1.17 2.06 2.62
C 2.06 2.89 1.90
C 1.58 3.98 1.18
C 0.20 4.25 1.14
C -0.70 3.44 1.87
C -0.21 2.33 2.61
H 1.55 1.23 3.19
H 3.12 2.67 1.92
H 2.26 4.61 0.62
H -0.18 5.09 0.58
H -1.75 3.71 1.92
H -0.89 1.74 3.21
C -3.61 1.04 -1.01
O -2.45 0.39 -0.39
C -2.63 -0.38 0.67
C -3.83 -0.53 1.36
C -3.87 -1.34 2.46
C -2.72 -2.04 2.92
C -1.54 -1.94 2.25
C -1.45 -1.12 1.11
N -0.31 -1.17 0.36
N 0.24 -0.21 -0.23
C 1.18 -0.45 -1.21
C 1.52 0.78 -1.92
O 1.10 1.89 -1.48
C 2.29 0.73 -3.11
C 2.76 -0.47 -3.52
C 2.53 -1.69 -2.79
C 3.03 -2.88 -3.26
C 2.82 -4.09 -2.55
C 2.12 -4.09 -1.35
C 1.60 -2.91 -0.86
C 1.74 -1.69 -1.59
H -4.02 1.78 -0.32
H -4.34 0.28 -1.27
H -3.22 1.52 -1.90
H -4.72 -0.01 1.03
H -4.80 -1.46 3.00
H -2.80 -2.67 3.80
H -0.66 -2.50 2.56
H 2.49 1.65 -3.64
H 3.36 -0.54 -4.43
H 3.59 -2.90 -4.18
H 3.25 -5.01 -2.93
H 2.01 -5.01 -0.79
H 1.12 -2.91 0.11

Properties
- Orbital gap (spin up / spin down): 6.58 / 5.35 eV
- ⟨S²⟩: 8.8264
- Net charge: +3
- 2S+1: 6

***

6.
Entry from the OMol25 dataset: a cluster of 2 separate species, C25H37N2O in total (ωB97M-V/def2-TZVPD).

Element x y z (Å)
C -2.35 1.52 1.69
N -2.41 0.17 1.10
C -2.74 -0.75 2.19
N -3.38 0.13 0.09
C -3.64 -1.03 -0.59
O -2.78 -1.87 -0.84
H -1.35 1.63 2.14
H -2.51 2.28 0.92
H -3.13 1.62 2.47
H -1.94 -0.68 2.93
H -3.69 -0.44 2.66
H -2.83 -1.78 1.83
H -3.94 0.96 -0.09
H -4.71 -1.11 -0.87
C 0.88 5.31 -2.35
C 1.00 3.81 -2.37
C -0.14 3.01 -2.37
C -0.05 1.62 -2.32
C -1.32 0.84 -2.48
C 1.21 0.99 -2.21
C 1.38 -0.51 -2.07
C 1.45 -1.22 -3.42
C 0.37 -1.31 -1.18
C 0.11 -0.71 0.13
C 0.34 -1.38 1.34
C 1.07 -0.68 2.35
C 1.90 0.51 1.94
C 1.02 -1.13 3.66
C 0.37 -2.33 3.99
C 0.21 -2.76 5.41
C -0.11 -3.14 2.96
C -0.14 -2.71 1.64
C -0.68 -3.65 0.60
C 2.36 1.80 -2.40
C 3.73 1.21 -2.61
C 2.24 3.18 -2.44
H 1.88 5.75 -2.36
H 0.33 5.68 -3.21
H 0.36 5.65 -1.45
H -1.13 3.47 -2.44
H -1.32 0.21 -3.39
H -1.52 0.20 -1.62
H -2.18 1.53 -2.55
H 2.36 -0.67 -1.59
H 2.18 -0.74 -4.09
H 1.73 -2.28 -3.29
H 0.47 -1.19 -3.92
H -0.58 -1.50 -1.70
H 0.82 -2.30 -1.00
H -0.03 0.38 0.15
H 2.40 0.95 2.81
H 2.68 0.23 1.21
H 1.29 1.29 1.47
H 1.49 -0.54 4.45
H -0.54 -3.55 5.48
H 1.15 -3.16 5.84
H -0.10 -1.92 6.05
H -0.48 -4.14 3.20
H -1.26 -4.45 1.09
H -1.37 -3.14 -0.09
H 0.12 -4.14 0.04
H 4.44 2.01 -2.84
H 4.11 0.69 -1.71
H 3.75 0.49 -3.44
H 3.14 3.80 -2.53

Properties
- Orbital gap: 6.19 eV
- Net charge: +1